Model A:
Below is a structure of composition C5H7NO2, with properties calculated with ωB97M-V/def2-TZVPD.

CARTESIAN COORDINATES (ANGSTROEM)
C  0.8675  0.5459  -0.3512
C  0.6585  -0.7540  0.5791
C  -0.5885  -0.4518  1.1882
C  -1.5457  0.0309  -0.0064
C  -0.4921  -0.0398  -1.0275
H  0.3325  2.5267  -0.4946
H  1.7754  0.0665  -0.9307
H  1.5078  -1.4368  1.0362
H  -0.8394  -1.0529  2.1783
H  0.0354  0.7535  1.4604
H  -0.9341  0.1949  -2.0790
H  0.9848  -1.4034  -1.0736
N  0.1015  -1.3477  -0.6743
O  0.8556  1.8009  0.2358
O  -2.7192  0.5670  -0.0406

## Properties
LUMO, eV: 0.23
Gap between HOMO and LUMO, hartree: 0.358
HOMO energy, eV: -9.513

Löwdin population analysis, charges in e, atoms 1 to 2: number 1, C, carries -0.304; number 2, C, carries -0.328

=====

Model B:
Below is the molecule C5H7NO2, with properties calculated with ωB97M-V/def2-TZVPD.

CARTESIAN COORDINATES (ANGSTROEM)
O  -0.8697  2.6215  -0.5380
C  -0.3803  1.4778  -0.4771
C  1.0062  0.9746  0.0044
N  1.2281  -0.5314  -0.0719
C  0.1002  -1.4777  0.4222
C  -1.1956  -0.5812  0.3074
O  -2.3037  -0.5114  -0.5156
C  -1.0506  0.2345  -0.9468
H  1.0583  1.3473  1.0295
H  1.7905  1.4736  -0.5309
H  2.0221  -0.6164  0.5423
H  0.2782  -1.7437  1.5229
H  0.2533  -2.4203  -0.1572
H  -1.3467  0.0075  1.2249
H  -0.5903  -0.2549  -1.8160

## Properties
LUMO, eV: 0.69
SMILES: O=C1CNC[C@@H]2O[C@@H]12
Gap between HOMO and LUMO, hartree: 0.383
HOMO energy, eV: -9.723

Löwdin population analysis, charges in e, atoms 1 to 2: number 1, O, carries 0.078; number 2, C, carries -0.322

=====

Model C:
Below is the molecule C5H7NO2, with properties calculated with ωB97M-V/def2-TZVPD.

CARTESIAN COORDINATES (ANGSTROEM)
O  2.5835  0.9395  -0.1718
C  1.4970  0.4005  -0.5182
C  0.8286  -0.1433  -1.7435
N  -0.4823  0.6228  -1.1616
C  0.2523  0.8971  0.2177
C  -0.4177  0.1542  1.3384
C  -0.8769  -1.2130  1.2386
O  -1.7889  -0.2043  1.0897
H  0.5917  -1.1970  -1.6433
H  0.7324  0.1050  -2.8671
H  -1.3762  0.2060  -1.1638
H  0.4481  2.0427  0.5331
H  -0.1183  0.7444  2.1793
H  -0.6061  -1.8416  0.4413
H  -1.2673  -1.5129  2.2312

## Properties
LUMO, eV: 0.37
SMILES: O=C1CN[C@H]1[C@@H]1CO1
Gap between HOMO and LUMO, hartree: 0.352
HOMO energy, eV: -9.222

Löwdin population analysis, charges in e, atoms 1 to 2: number 1, O, carries 0.054; number 2, C, carries -0.314

=====

Model D:
Below is the molecule C5H7NO2, with properties calculated with ωB97M-V/def2-TZVPD.

CARTESIAN COORDINATES (ANGSTROEM)
C  -0.5110  0.8439  1.2970
C  -0.2467  -0.5539  0.4689
C  1.4281  0.2213  0.2505
C  -1.9566  -0.9989  -1.1303
C  2.0180  0.5050  -0.9524
O  0.6289  1.4618  0.8139
N  -0.9150  -0.3746  -0.8030
O  -0.2653  -1.6300  1.0859
H  -1.4155  1.3770  1.0045
H  -0.4331  0.5931  2.3576
H  2.0121  -0.2100  1.0581
H  -2.5268  -1.6202  -0.4394
H  -2.3121  -0.8830  -2.1510
H  1.4095  0.8538  -1.7725
H  3.0855  0.4147  -1.0880

## Properties
LUMO (spin up / spin down), eV: -1.97 / -1.98
Gap between HOMO and LUMO (spin up / spin down), hartree: 0.254 / 0.254
HOMO energy (spin up / spin down), eV: -8.883 / -8.882

Löwdin population analysis, charges in e, atoms 1 to 2: number 1, C, carries -0.131; number 2, C, carries -0.536

=====

We find model B to be the most stable, with the next structure 102.5 kJ/mol higher.

=====

Model A:
Below is the molecule C7H10N2, with properties calculated with ωB97M-V/def2-TZVPD.

CARTESIAN COORDINATES (ANGSTROEM)
C  0.4946  1.6562  0.4274
C  1.4769  1.2249  -0.3799
C  1.3069  -0.1387  -0.5918
N  2.0848  -1.3604  -0.3211
C  0.8362  -0.8492  0.4648
C  -0.6274  -0.7767  0.6654
C  -1.5862  -1.0994  -0.3662
N  -1.3953  0.4252  -0.9209
C  -0.8139  0.7164  0.4262
H  0.0806  2.7048  0.3752
H  2.3004  1.9093  -0.5645
H  0.5394  -0.1127  -1.5001
H  2.8072  -1.1652  0.1634
H  0.9426  -0.5354  1.4791
H  -0.6596  -1.2818  1.6922
H  -1.1559  -2.1793  -0.9031
H  -2.7392  -1.2199  -0.1734
H  -2.1493  1.0765  -1.1253
H  -1.7429  1.0053  1.1526

## Properties
LUMO, eV: 0.92
SMILES: C1=C[C@H]2N[C@@H]2[C@@H]2CN[C@H]12
Gap between HOMO and LUMO, hartree: 0.359
HOMO energy, eV: -8.848

Löwdin population analysis, charges in e, atoms 1 to 2: number 1, C, carries -0.019; number 2, C, carries -0.064

=====

Model B:
Below is the molecule C7H10N2, with properties calculated with ωB97M-V/def2-TZVPD.

CARTESIAN COORDINATES (ANGSTROEM)
C  2.2437  -0.2491  1.6414
C  2.1131  0.6505  0.6670
C  0.9226  0.8630  -0.1601
C  0.9758  1.5557  -1.3046
N  -0.2859  0.3464  0.3549
C  -1.2639  -0.3247  -0.3366
C  -2.4922  -0.6294  0.4732
C  -1.1386  -1.5577  -1.6275
N  -1.2423  -0.2702  -1.7462
H  1.4639  -0.9536  1.9014
H  3.1526  -0.3161  2.2195
H  2.9477  1.3043  0.4319
H  1.9244  1.9396  -1.6510
H  0.1045  1.7130  -1.9157
H  -0.2668  0.1544  1.3478
H  -3.0026  -1.5390  0.1756
H  -2.3133  -0.7657  1.5401
H  -3.2217  0.1833  0.4051
H  -0.6210  -2.1048  -2.4162

## Properties
LUMO, eV: 0.78
SMILES: C=CC(=C)N[C@]1(C)C=N1
Gap between HOMO and LUMO, hartree: 0.312
HOMO energy, eV: -7.711

Löwdin population analysis, charges in e, atoms 1 to 2: number 1, C, carries 0.020; number 2, C, carries -0.133

=====

Model C:
Below is the molecule C7H10N2, with properties calculated with ωB97M-V/def2-TZVPD.

CARTESIAN COORDINATES (ANGSTROEM)
H  1.7526  2.8359  0.1133
N  0.7515  2.6396  0.1146
C  0.5288  1.3853  -0.0930
C  -0.9368  1.0654  0.0084
C  -1.2973  -0.3996  -0.0279
C  -2.8338  -0.5899  -0.0243
C  -0.4260  -1.3774  0.0602
C  1.0545  -1.0722  0.0097
C  2.0295  -1.9969  0.0077
N  1.4371  0.3010  -0.1326
H  -1.3887  1.6609  -0.8301
H  -1.2755  1.4666  0.9381
H  -3.2424  -1.6086  -0.0631
H  -3.2742  -0.1306  -0.8811
H  -3.3105  -0.2071  0.8872
H  -0.7408  -2.4278  0.1645
H  3.0854  -1.6651  -0.0198
H  1.9017  -3.0888  0.1923
H  2.4597  0.4924  -0.0199

## Properties
LUMO, eV: 0.87
SMILES: [H]/N=C1/CC(C)=CC(=C)N1
Gap between HOMO and LUMO, hartree: 0.338
HOMO energy, eV: -8.330

Löwdin population analysis, charges in e, atoms 1 to 2: number 1, H, carries 0.036; number 2, N, carries 0.104

=====

Model D:
Below is a structure of composition C7H10N2, with properties calculated with ωB97M-V/def2-TZVPD.

CARTESIAN COORDINATES (ANGSTROEM)
C  -1.7760  -0.1245  -0.3893
C  -0.7164  -1.1673  0.1952
C  1.4247  -0.5869  -0.4186
C  1.3484  0.9632  -0.3556
C  -0.0912  1.5266  -0.5560
C  -0.3525  -0.0877  1.0750
C  1.1112  0.0906  0.8794
H  -2.7306  -0.4606  0.0582
H  -2.2282  -0.1263  -1.4605
H  -1.3336  -1.9650  0.6410
H  0.0713  -1.8263  -1.4737
H  2.5675  -0.9418  -0.3621
H  2.3772  1.5124  -0.1621
H  -0.6114  1.7075  -1.6439
H  0.0268  2.6166  -0.2845
H  -0.4240  -0.0165  2.2806
H  1.7847  -0.1333  1.6649
N  0.4347  -1.5823  -0.5971
N  -1.1759  1.0036  0.3344

## Properties
LUMO, eV: 0.99
Gap between HOMO and LUMO, hartree: 0.353
HOMO energy, eV: -8.610

Löwdin population analysis, charges in e, atoms 1 to 2: number 1, C, carries -0.166; number 2, C, carries -0.260

=====

We find model C to be the most stable, with the next structure 310.6 kJ/mol higher.

=====

Model A:
Below is a cluster of 3 separate species, C2H7N3S in total, with properties calculated with ωB97M-V/def2-TZVPD.

CARTESIAN COORDINATES (ANGSTROEM)
C  -0.7949  -0.2745  1.7193
C  -0.1027  -0.4659  0.3066
H  -1.0994  -1.1824  2.2126
H  -1.7547  0.2598  1.5770
H  -0.1553  0.4305  2.3518
H  1.1108  -2.0713  1.0071
H  1.0650  -0.7183  -2.0279
H  0.6539  -3.2099  -1.6756
H  -0.4366  2.3781  -1.4354
N  0.4070  -1.7567  0.0651
N  1.3581  -2.0459  -1.0448
N  -0.1594  0.3965  -0.6918
S  -0.3274  2.0249  -0.1541

## Properties
LUMO, eV: 0.14
Gap between HOMO and LUMO, hartree: 0.299
HOMO energy, eV: -7.994

Löwdin population analysis, charges in e, atoms 1 to 2: number 1, C, carries -0.072; number 2, C, carries -0.545

=====

Model B:
Below is a cluster of 2 separate species, C2H7N3S in total, with properties calculated with ωB97M-V/def2-TZVPD.

CARTESIAN COORDINATES (ANGSTROEM)
C  0.8995  0.3219  0.9375
C  1.9409  -0.7677  1.1510
N  -0.7748  -0.2752  -1.9410
N  -1.6665  -0.0118  -1.1424
N  -2.4350  0.9600  -1.1497
S  -0.0857  0.9869  2.0235
H  0.8880  0.5274  -0.0714
H  1.9580  -1.3840  0.2262
H  1.7232  -1.3190  2.0493
H  2.7779  -0.1856  1.1543
H  -0.8877  0.2642  -2.7488
H  -1.5342  -0.4352  -0.2015
H  -2.8036  1.3182  -0.2869

## Properties
LUMO, eV: -0.30
Gap between HOMO and LUMO, hartree: 0.315
HOMO energy, eV: -8.863

Löwdin population analysis, charges in e, atoms 1 to 2: number 1, C, carries -0.731; number 2, C, carries -0.129

=====

We find model B to be the most stable, with the next structure 315.5 kJ/mol higher.

=====

Model A:
Below is the ion C2H6NO3S with charge -1, with properties calculated with ωB97M-V/def2-TZVPD.

CARTESIAN COORDINATES (ANGSTROEM)
C  -0.4572  1.5092  0.2102
C  -0.7162  -0.9453  0.3202
N  -0.0033  0.1864  -0.0902
O  2.0185  -1.3662  -0.0616
O  2.2030  0.7934  -1.1673
O  -1.1253  -1.7352  -0.8008
S  1.8187  0.0937  0.1484
H  -1.3134  1.8089  -0.5414
H  -0.7957  1.3703  1.2495
H  0.3673  2.1108  0.2060
H  -1.5919  -0.7429  0.9605
H  -0.0353  -1.5765  0.9730
H  -0.3691  -1.5064  -1.4066

## Properties
LUMO, eV: 3.91
Gap between HOMO and LUMO, hartree: 0.290
Charge: -1
HOMO energy, eV: -3.995

Löwdin population analysis, charges in e, atoms 1 to 2: number 1, C, carries -0.170; number 2, C, carries -0.402

=====

Model B:
Below is the ion C2H6NO3S with charge -1, with properties calculated with ωB97M-V/def2-TZVPD.

CARTESIAN COORDINATES (ANGSTROEM)
C  0.6546  -1.2021  -0.0084
C  1.4146  1.2039  0.1796
N  0.3854  0.1664  0.3476
O  -3.2884  0.8089  -0.3902
O  -2.4721  -1.4662  -0.1550
O  -0.8369  0.6721  -0.2306
S  -2.4550  -0.0769  0.3894
H  -0.4050  -1.7063  -0.0690
H  1.2070  -1.2401  -0.9808
H  1.1068  -1.8035  0.7740
H  0.9221  2.1068  0.4970
H  2.3565  1.0838  0.5457
H  1.4103  1.4532  -0.8993

## Properties
LUMO, eV: 3.97
Gap between HOMO and LUMO, hartree: 0.275
Charge: -1
HOMO energy, eV: -3.528

Löwdin population analysis, charges in e, atoms 1 to 2: number 1, C, carries -0.136; number 2, C, carries -0.099

=====

We find model A to be the most stable, with the next structure 130.7 kJ/mol higher.

=====

Model A:
Below is a cluster of 2 separate species, C4H15N3O in total, with properties calculated with ωB97M-V/def2-TZVPD.

CARTESIAN COORDINATES (ANGSTROEM)
N  -1.3703  1.7890  0.1259
C  0.0413  2.2206  -0.1688
C  0.4747  0.9656  -1.0763
C  0.6786  -0.1795  -0.1031
N  2.0554  -0.4169  0.4016
C  0.2285  -1.5895  -0.8134
N  -1.2104  -1.4255  -0.9586
H  -2.0597  2.5068  0.4673
H  -1.2953  0.9411  0.6114
H  0.6102  2.5947  0.6245
H  -0.1197  3.0816  -0.9504
H  -0.0853  0.8133  -1.9288
H  1.4090  1.4241  -1.4881
H  -0.1313  -0.1338  0.6855
H  2.6450  -0.9829  -0.2915
H  2.6330  0.3818  0.5459
H  0.6076  -1.7481  -1.8137
H  0.4948  -2.3515  0.0149
H  -1.6981  -1.9321  -0.2407
H  -1.5472  -0.5198  -1.1195
O  -0.8552  -2.1999  2.5665
H  -1.5013  -1.5667  2.4045
H  -0.0042  -1.6723  2.5048

## Properties
LUMO, eV: 0.85
SMILES: NCC[C@H](N)CN.O
Gap between HOMO and LUMO, hartree: 0.353
HOMO energy, eV: -8.752

Löwdin population analysis, charges in e, atoms 1 to 2: number 1, N, carries -0.039; number 2, C, carries -0.213

=====

Model B:
Below is a cluster of 2 separate species, C4H15N3O in total, with properties calculated with ωB97M-V/def2-TZVPD.

CARTESIAN COORDINATES (ANGSTROEM)
N  -0.1013  -0.3366  -1.4675
C  -1.4371  -0.8410  -1.0856
C  -2.0795  -0.0234  0.0413
N  -3.3866  -0.6159  0.3566
H  0.6714  -0.9519  -1.2105
H  -0.0608  -0.0865  -2.4361
H  -2.0962  -0.8310  -1.9412
H  -1.3343  -1.8716  -0.7405
H  -1.4004  0.0023  0.8924
H  -2.2014  1.0084  -0.2883
H  -3.2779  -1.3678  1.0176
H  -3.9425  0.0554  0.8698
N  2.3536  -0.8277  0.2263
C  1.9124  0.2378  1.1374
C  1.7684  1.5882  0.4482
O  0.5673  1.8058  -0.2101
H  3.2559  -0.5917  -0.1514
H  2.4968  -1.6767  0.7469
H  2.5950  0.3660  1.9987
H  0.9521  -0.0510  1.5590
H  2.5951  1.6850  -0.2349
H  1.8709  2.3568  1.2117
H  0.2793  0.9669  -0.7395

## Properties
LUMO, eV: 0.96
SMILES: NCCN.NCCO
Gap between HOMO and LUMO, hartree: 0.365
HOMO energy, eV: -8.976

Löwdin population analysis, charges in e, atoms 1 to 2: number 1, N, carries 0.000; number 2, C, carries -0.230

=====

Model C:
Below is a cluster of 2 separate species, C4H15N3O in total, with properties calculated with ωB97M-V/def2-TZVPD.

CARTESIAN COORDINATES (ANGSTROEM)
C  -0.8178  1.3223  -2.2243
N  0.1316  0.8912  -1.1650
C  -0.1147  1.5956  0.0734
C  0.0417  0.7909  1.3608
N  -0.9427  -0.2670  1.6423
C  -0.4978  -1.6322  1.4032
N  0.0075  -1.8816  0.0466
H  -0.9420  2.3968  -2.1827
H  -0.4482  0.9679  -3.1923
H  -1.7282  0.7215  -2.1348
H  0.0213  -0.1058  -1.0267
H  -1.0865  2.1016  0.1780
H  0.6087  2.4088  0.1657
H  1.0702  0.4994  1.5883
H  -0.1377  1.5184  2.1585
H  -1.7485  -0.1002  1.0504
H  0.2457  -1.8711  2.1620
H  -1.3144  -2.2978  1.6522
H  0.8501  -2.4439  0.0106
H  -0.6764  -2.4347  -0.4471
O  2.8142  -0.9952  -0.3801
H  2.3502  -0.5344  -1.1061
H  2.3135  -0.6503  0.3671

## Properties
LUMO, eV: 0.88
SMILES: CNCCNCN.O
Gap between HOMO and LUMO, hartree: 0.351
HOMO energy, eV: -8.673

Löwdin population analysis, charges in e, atoms 1 to 2: number 1, C, carries -0.116; number 2, N, carries -0.128

=====

Model D:
Below is a cluster of 2 separate species, C4H15N3O in total, with properties calculated with ωB97M-V/def2-TZVPD.

CARTESIAN COORDINATES (ANGSTROEM)
N  1.9958  -1.9611  0.8994
C  1.2944  -0.5718  1.4100
C  -0.2388  -0.6621  1.5814
N  -1.1223  -0.0545  0.5724
C  -1.4056  1.3662  0.4988
C  -0.4635  2.1315  -0.4377
N  -0.6790  1.8587  -1.7939
H  1.5311  -2.6423  1.4340
H  1.5176  -2.2128  0.0580
H  1.4931  0.2796  0.6900
H  1.8270  -0.2285  2.3242
H  -0.7836  -1.6432  1.7782
H  -0.5575  -0.1368  2.4810
H  -0.9639  -0.4494  -0.3421
H  -1.5284  1.7842  1.4826
H  -2.4768  1.4894  0.1201
H  0.6322  1.9134  -0.1436
H  -0.4235  3.1797  -0.0944
H  -1.3407  2.3493  -2.3414
H  -0.7004  0.9301  -2.0781
O  0.5423  -1.5973  -2.1063
H  1.2051  -2.2963  -1.9170
H  -0.2492  -2.0234  -2.6618

## Properties
LUMO, eV: 0.48
SMILES: NCCNCCN.O
Gap between HOMO and LUMO, hartree: 0.315
HOMO energy, eV: -8.085

Löwdin population analysis, charges in e, atoms 1 to 2: number 1, N, carries 0.008; number 2, C, carries -0.161

=====

We find model B to be the most stable, with the next structure 34.4 kJ/mol higher.